The following is a quantum chemistry calculation of C44H51CrNP2Si as an isolated structure at a distorted geometry, from OMol25.

Geometry as XYZ:
```
100
Properties=species:S:1:pos:R:3
Cr -0.87079 2.05942 2.52465
C 1.68329 0.59916 4.85672
C 1.62974 0.29282 3.53773
C 1.27518 -0.98996 2.85899
C -0.16537 -1.28301 2.36423
C -1.21973 -0.43588 3.06474
C -1.29388 -0.31776 4.44420
C -0.29642 -0.87225 5.41760
C 0.76329 0.09516 5.95556
C -1.29807 3.28341 1.00931
H 2.38054 1.43313 5.10075
H 1.97520 1.04020 2.81309
H 1.60313 -1.82538 3.49317
H 1.92286 -1.06908 1.95878
H -0.23863 -1.10620 1.26806
H -0.38248 -2.38278 2.44359
H -2.18525 -0.44655 2.52060
H -2.10973 0.28713 4.86170
H 0.17886 -1.74343 4.95002
H -0.91549 -1.22798 6.25983
H 0.26153 0.96574 6.43731
H 1.29930 -0.38474 6.79953
H -1.32242 4.22743 1.56990
H -2.28236 2.98270 0.57728
H -0.48458 3.21929 0.25391
P 2.12655 -0.87860 -4.56694
P -0.85458 -1.91028 -4.91460
C 1.75416 -2.63641 -4.39592
C 0.49552 -3.09537 -4.63104
C 3.48084 -1.06314 -5.80302
C 4.18436 -2.26288 -5.99563
C 5.34434 -2.26774 -6.77679
C 5.69075 -1.15243 -7.54417
C 4.84188 -0.03560 -7.51896
C 3.74608 0.01816 -6.65987
C 2.90204 -0.63089 -2.89941
C 1.96170 -0.62553 -1.85727
C 2.35873 -0.34493 -0.55470
C 3.70848 -0.04668 -0.30334
C 4.66865 -0.15104 -1.32547
C 4.26857 -0.47034 -2.62593
C -1.56837 -2.83347 -6.29170
C -0.80382 -2.87344 -7.47178
C -1.27107 -3.53417 -8.61117
C -2.52970 -4.17247 -8.61776
C -3.26891 -4.17609 -7.42561
C -2.78377 -3.52600 -6.27898
C -2.04269 -2.40205 -3.61286
C -3.12782 -1.53155 -3.45801
C -4.11720 -1.82337 -2.53038
C -4.00956 -2.98233 -1.74838
C -2.95399 -3.88423 -1.94620
C -1.96717 -3.60169 -2.89408
H 2.53976 -3.30467 -4.04609
H 0.24367 -4.15910 -4.68175
H 3.85085 -3.20195 -5.55843
H 5.97196 -3.16031 -6.78691
H 6.59803 -1.16825 -8.16538
H 5.06483 0.80053 -8.17702
H 3.09229 0.88810 -6.63698
H 0.92136 -0.84984 -2.06246
H 1.61809 -0.35288 0.25619
H 4.01569 0.26479 0.70381
H 5.72646 0.01832 -1.09899
H 5.01372 -0.60071 -3.41393
H 0.17257 -2.38874 -7.48740
H -0.66468 -3.55614 -9.52675
H -2.92278 -4.65868 -9.53422
H -4.23898 -4.69002 -7.41280
H -3.37906 -3.57204 -5.37043
H -3.19087 -0.63975 -4.07218
H -4.97512 -1.15090 -2.42037
H -4.77236 -3.20080 -0.99356
H -2.89480 -4.81062 -1.37045
H -1.15547 -4.31298 -3.06772
C -4.01181 2.43240 4.24672
Si -2.70467 3.18427 5.32191
C -3.24654 4.93836 5.75781
C -2.93977 2.20758 6.93114
N -1.15447 2.95791 4.41266
C -0.22360 3.76721 5.07341
C 0.80296 4.44588 4.36231
C 1.76876 5.17123 5.05930
C 1.73977 5.24453 6.45653
C 0.65572 4.71995 7.17675
C -0.32909 4.03009 6.48299
H -4.97670 2.80451 4.64667
H -4.00524 1.32711 4.31629
H -3.90468 2.72777 3.19204
H -4.30075 4.84638 6.08301
H -2.71531 5.44294 6.58181
H -3.22755 5.63734 4.90657
H -2.39405 1.25797 6.93589
H -2.69780 2.73830 7.86531
H -4.01193 1.99815 6.97113
H 0.72506 4.42548 3.27119
H 2.52723 5.70585 4.50053
H 2.53922 5.75247 6.99125
H 0.52128 4.84049 8.25705
H -1.21289 3.69641 7.04226
```

HOMO energy (alpha / beta)   -6.825 / -7.060 eV
<S²>   6.052
Molar mass   735.93 g/mol
Spin multiplicity   5
Calculated total energy   -102818.2773 eV
Lowest unoccupied orbital energy (alpha / beta)   0.0 / -0.1 eV
Energy relative to the best compared isomer or geometry (same formula, charge and spin)   0.000 eV

***

The following is a quantum chemistry calculation of C44H51N5O4S5Ta as an isolated structure at a distorted geometry, from OMol25.

Geometry as XYZ:
```
110
Properties=species:S:1:pos:R:3
Ta -0.34623 -0.09721 -0.12282
C 2.24609 2.79498 0.23180
N 1.25852 2.16332 1.11588
C 1.97520 1.44418 2.18512
C 1.07385 0.49449 2.92662
N 0.73098 -0.74443 2.18931
C -0.35416 -1.45885 2.91782
C 1.91174 -1.57475 1.99446
C 2.32268 -2.45565 2.99088
C 3.43516 -3.25778 2.80639
C 4.16420 -3.16753 1.62745
C 3.75845 -2.29393 0.63375
C 2.62070 -1.50591 0.81066
S 2.09267 -0.46759 -0.50478
C 0.35805 3.14458 1.67158
C 0.79271 4.41207 2.05040
C -0.09738 5.34832 2.54974
C -1.44177 5.02321 2.68231
C -1.87931 3.75982 2.32826
C -0.98260 2.82113 1.81710
S -1.65073 1.23589 1.43262
H 3.03484 3.30540 0.79393
H 1.74491 3.52029 -0.40245
H 2.71387 2.02497 -0.37978
H 2.37910 2.15733 2.91379
H 2.81974 0.92080 1.73782
H 0.13820 0.99274 3.16867
H 1.55529 0.21538 3.86953
H -0.13556 -1.52567 3.98519
H -0.47594 -2.45810 2.51224
H -1.28266 -0.91015 2.79898
H 1.76777 -2.52362 3.91724
H 3.72178 -3.96070 3.57632
H 5.03922 -3.78503 1.47711
H 4.30583 -2.22327 -0.29746
H 1.83996 4.67138 1.96406
H 0.25906 6.32915 2.83453
H -2.14540 5.74912 3.06685
H -2.92134 3.48704 2.43768
S 0.29604 -0.07044 -2.93272
C 1.15349 1.36329 -2.96543
N 2.36343 1.50696 -3.44511
C 2.98910 2.83286 -3.45477
C 1.94700 3.86528 -3.79115
N 0.86268 3.77212 -2.80488
C 0.15603 5.00452 -2.39602
C -1.12753 5.22168 -3.16072
C -2.34516 5.23071 -2.49378
C -3.52588 5.42555 -3.19802
C -3.49442 5.59877 -4.57265
C -2.27835 5.59473 -5.24519
C -1.10000 5.41083 -4.54060
C 0.44434 2.58483 -2.42671
S -0.81939 2.35457 -1.36735
C 3.21805 0.37907 -3.88792
C 3.47162 0.44040 -5.37169
C 4.62872 1.02314 -5.87677
C 4.83184 1.10316 -7.24815
C 3.87881 0.59658 -8.11915
C 2.72853 -0.00189 -7.62004
C 2.52256 -0.07462 -6.25157
H 3.77885 2.84047 -4.20138
H 3.42383 3.03139 -2.47160
H 1.55577 3.70173 -4.79844
H 2.37747 4.86260 -3.74646
H 0.84845 5.82896 -2.56243
H -0.04972 4.93430 -1.32616
H -2.37186 5.08800 -1.41936
H -4.47027 5.44001 -2.67051
H -4.41455 5.74848 -5.12149
H -2.24791 5.74186 -6.31648
H -0.15429 5.43177 -5.07196
H 2.70907 -0.53983 -3.61728
H 4.15093 0.44376 -3.32549
H 5.39101 1.39461 -5.19930
H 5.73630 1.55435 -7.63381
H 4.03683 0.65874 -9.18761
H 1.99519 -0.41824 -8.29770
H 1.62550 -0.54326 -5.86142
N 0.36833 -2.77597 -0.96354
C -0.26730 -3.99079 -0.53654
C -1.01402 -4.75161 -1.41521
C -1.65369 -5.90114 -0.96157
C -1.54965 -6.27258 0.36918
C -0.77414 -5.51557 1.24499
C -0.13743 -4.37658 0.79204
S -2.33808 -7.76063 0.98583
O -3.18773 -8.18503 -0.11259
O -3.04314 -7.28433 2.16610
O -1.20791 -8.62622 1.26772
H 0.37393 -2.68870 -1.97306
H 1.32082 -2.72939 -0.63304
H -1.10080 -4.44705 -2.45482
H -2.24227 -6.52103 -1.62541
H -0.68254 -5.84177 2.27360
H 0.48209 -3.78685 1.45782
C -3.48434 -2.68958 -1.11827
C -3.30651 -1.46149 -0.25925
C -4.17793 -0.31746 -0.74688
C -3.57233 -1.78648 1.19800
O -1.89100 -0.97250 -0.34783
H -4.54716 -2.92361 -1.17100
H -2.96142 -3.54430 -0.69891
H -3.11506 -2.51467 -2.13105
H -5.22249 -0.61743 -0.68402
H -3.94408 -0.07549 -1.78559
H -4.02813 0.57412 -0.13689
H -4.60147 -2.12844 1.29882
H -3.43614 -0.90689 1.82924
H -2.91115 -2.58637 1.53712
```

HOMO energy   -8.658 eV
Molar mass   1055.21 g/mol
Calculated total energy   -117820.0071 eV
Lowest unoccupied orbital energy   -5.0 eV
Charge   +1
Energy relative to the best compared isomer or geometry (same formula, charge and spin)   0.000 eV

***

The following is a quantum chemistry calculation of a 2-piece molecular cluster, C44H51N7O6 overall at a distorted geometry, from OMol25.

Geometry as XYZ:
```
108
Properties=species:S:1:pos:R:3
C 1.16365 -2.34364 -2.29237
C 1.64444 -2.30931 -0.85057
C 0.59469 -3.01751 0.02071
C 2.93402 -3.12509 -0.76990
C 1.92969 -0.88852 -0.28930
C 2.16387 -0.81390 1.08780
C 2.29824 0.41753 1.72279
C 2.47159 1.57018 0.96253
C 2.48314 1.52696 -0.43030
C 3.11211 2.73172 -1.19675
C 2.03475 3.62364 -1.80674
C 4.10842 2.19151 -2.22640
C 3.89045 3.67779 -0.26241
C 1.91025 0.33721 -1.01748
N 0.90534 0.47724 -2.01975
C -0.44342 0.30264 -1.70536
C -0.88640 -0.22393 -0.51418
C -2.25052 -0.60921 -0.25969
C -3.02884 -1.28682 -1.22609
C -4.41078 -1.31102 -1.08557
C -4.99891 -0.71955 0.04388
C -4.20908 -0.24245 1.10007
C -2.82091 -0.25951 0.99053
N -1.16127 1.01506 -2.64432
C -2.55143 1.38405 -2.60331
C -3.07871 2.17427 -1.52917
C -2.31641 3.22451 -0.63919
C -3.11797 3.54769 0.63283
C -2.11193 4.49266 -1.48271
C -0.95071 2.79730 -0.14356
C -4.47912 2.20640 -1.42757
C -5.28226 2.07225 -2.55592
C -4.68531 1.59328 -3.71409
C -3.40507 1.01999 -3.67208
C -3.18764 0.01405 -4.83921
C -4.44011 -0.88192 -4.94601
C -2.01876 -0.94550 -4.69138
C -3.06465 0.79772 -6.15288
C -0.27132 1.46547 -3.62002
C 0.97308 1.10021 -3.25718
H 1.90632 -1.92395 -2.98123
H 0.97370 -3.38844 -2.57239
H 0.21241 -1.81436 -2.40165
H 0.95468 -3.22322 1.03467
H -0.31793 -2.41949 0.10760
H 0.31028 -3.97246 -0.44224
H 3.30862 -3.17416 0.25636
H 2.75091 -4.14619 -1.12320
H 3.70897 -2.67905 -1.40121
H 2.21230 -1.73084 1.67675
H 2.32719 0.47384 2.81181
H 2.67080 2.51401 1.48029
H 1.30815 3.90907 -1.03497
H 2.47397 4.54925 -2.20610
H 1.49667 3.14697 -2.62541
H 4.99401 1.80151 -1.70652
H 3.70305 1.37461 -2.82935
H 4.42970 2.99364 -2.89814
H 4.65219 3.15572 0.32521
H 4.40449 4.44679 -0.85872
H 3.21922 4.21576 0.41952
H -0.16903 -0.25211 0.30628
H -2.50939 -1.78700 -2.04372
H -5.02049 -1.78855 -1.86007
H -6.08852 -0.68219 0.12214
H -4.65825 0.13523 2.02431
H -2.14374 0.01730 1.80473
H -3.37266 2.62574 1.17427
H -2.50858 4.15473 1.32127
H -4.03742 4.10765 0.42149
H -1.48557 4.27974 -2.35946
H -3.06612 4.90012 -1.83945
H -1.60336 5.27213 -0.89608
H -0.25397 2.61669 -0.96398
H -0.51778 3.59386 0.48552
H -1.01119 1.89893 0.47800
H -4.97201 2.41053 -0.47297
H -6.34684 2.33189 -2.53699
H -5.24841 1.58852 -4.65105
H -5.32399 -0.34609 -5.31248
H -4.24682 -1.71138 -5.63664
H -4.68160 -1.31898 -3.96768
H -1.05197 -0.44156 -4.71449
H -2.10742 -1.51394 -3.76267
H -2.04618 -1.66732 -5.51889
H -2.20303 1.47575 -6.13657
H -2.93170 0.09824 -6.99268
H -3.96354 1.39543 -6.34626
H -0.61459 2.01931 -4.48076
H 1.91412 1.24644 -3.76494
O -3.03251 -4.27362 8.37726
N -2.57122 -3.80035 7.35281
C -1.90528 -2.63085 7.02777
C -1.60821 -2.68472 5.65371
N -2.06369 -3.85126 5.10634
O -2.66782 -4.51425 6.15192
C -0.88271 -1.57073 5.03868
N -0.57654 -1.46143 3.63253
O -0.82621 -2.37146 2.82413
O -0.06390 -0.36473 3.27290
C -0.45301 -0.50107 5.85466
C -0.75385 -0.52284 7.22427
N -0.36567 0.34250 8.25408
O 0.28010 1.37792 8.28395
O -0.88165 -0.20928 9.45028
N -1.59506 -1.35741 9.20974
C -1.49682 -1.54774 7.85558
H 0.10567 0.34619 5.46138
```

HOMO energy   -6.054 eV
Molar mass   773.93 g/mol
Calculated total energy   -69156.5344 eV
Lowest unoccupied orbital energy   -2.6 eV
Energy relative to the best compared isomer or geometry (same formula, charge and spin)   0.121 eV

***

The following is a quantum chemistry calculation of C44H52FI2N4NaP2 as an isolated structure, from OMol25.

Geometry as XYZ:
```
106
Properties=species:S:1:pos:R:3
Na -0.75347 -0.96819 -1.07373
C 4.42467 0.19557 -0.47420
C 3.51821 0.64820 -1.61923
C 4.34801 1.14270 -2.80017
P 2.18834 -0.61624 -1.98231
C 3.17816 -2.08646 -2.58680
C 3.75704 -2.19292 -3.99923
C 2.42101 -3.37430 -2.25557
C 1.31840 0.27090 -3.32244
C 1.48547 0.09602 -4.69631
C 0.82592 0.86587 -5.63973
C 1.01586 0.63359 -7.11494
C -0.02599 1.86636 -5.16661
C -0.21950 2.06462 -3.82018
C 0.42033 1.26271 -2.84828
N 0.12114 1.34100 -1.51118
C -0.17033 2.54198 -0.94054
C 0.48074 3.74392 -1.32772
C 0.27757 4.93609 -0.66754
C -0.58541 5.02731 0.42697
C -0.78604 6.32138 1.17049
C -1.23235 3.86118 0.81133
C -1.05845 2.63428 0.17456
P -1.87216 1.06432 0.64872
C -2.24110 1.16214 2.48250
C -0.96000 1.34166 3.29075
C -3.34213 2.07848 3.02216
C -3.60541 1.21369 -0.05854
C -4.14050 2.63514 -0.21161
C -3.69748 0.48088 -1.39196
H 4.94819 1.05038 -0.03672
H 5.18681 -0.50209 -0.83166
H 3.86522 -0.29312 0.32446
H 2.91504 1.48489 -1.25267
H 5.07212 0.38705 -3.11538
H 4.91551 2.03451 -2.51331
H 3.72441 1.39963 -3.65706
H 4.02366 -2.03162 -1.88991
H 2.98154 -2.47599 -4.71185
H 4.50830 -2.98953 -4.02145
H 4.22917 -1.27405 -4.34618
H 1.54971 -3.49939 -2.89882
H 2.07647 -3.37856 -1.22003
H 3.06297 -4.24689 -2.40978
H 2.15426 -0.67121 -5.05407
H 1.62511 -0.25403 -7.29049
H 1.51212 1.47917 -7.60217
H 0.05998 0.48082 -7.62205
H -0.57336 2.48088 -5.87665
H -0.92502 2.81463 -3.48277
H 1.16897 3.70321 -2.16408
H 0.81035 5.82302 -1.00174
H -0.77133 7.17691 0.49136
H -0.00905 6.49173 1.92282
H -1.74613 6.32804 1.69035
H -1.91781 3.91774 1.65058
H -2.57666 0.12833 2.64281
H -0.49529 2.31106 3.09301
H -0.23108 0.56763 3.05430
H -1.17854 1.28471 4.36145
H -3.05391 3.13104 2.99954
H -3.53693 1.82565 4.06981
H -4.28163 1.97397 2.48325
H -4.22320 0.66911 0.66395
H -3.53335 3.19203 -0.92779
H -4.13935 3.19879 0.72169
H -5.16765 2.60752 -0.59127
H -3.05635 0.93661 -2.14648
H -4.72662 0.50768 -1.76593
H -3.40939 -0.56594 -1.29540
N 1.65616 1.12930 1.19070
C 2.18788 0.55799 2.29002
C 2.88327 1.27594 3.24748
C 3.43729 0.64223 4.37304
C 3.30925 -0.70302 4.57494
C 2.58566 -1.47254 3.62846
C 2.36878 -2.86286 3.77411
C 1.62918 -3.53413 2.84842
C 1.09239 -2.82005 1.75332
N 1.28744 -1.54226 1.57313
C 2.02175 -0.86038 2.48992
H 1.56549 2.12832 1.12897
H 1.10808 0.58641 0.53665
H 3.00017 2.34504 3.11704
H 3.97631 1.24484 5.09523
H 3.73481 -1.18792 5.44448
H 2.78785 -3.37339 4.63496
H 1.43275 -4.59418 2.94172
H 0.46238 -3.32030 1.02807
I -1.21633 -2.71086 -3.88764
I -0.43071 -5.44777 -4.51106
F -1.72440 -0.80213 -3.27307
N -5.86412 -6.52922 6.29994
C -5.30753 -5.92434 5.49210
C -4.61404 -5.17101 4.48606
C -4.12686 -3.89362 4.77268
C -3.46051 -3.17212 3.80540
C -3.25320 -3.69204 2.51278
C -3.75204 -4.98252 2.24688
C -4.41832 -5.70779 3.21106
C -2.56515 -2.95151 1.51998
C -1.97148 -2.29708 0.65775
H -4.27582 -3.47588 5.76068
H -3.07983 -2.18380 4.02827
H -3.59950 -5.39561 1.25862
H -4.79487 -6.69794 2.98655
```

HOMO energy   -1.649 eV
Molar mass   994.67 g/mol
Calculated total energy   -94348.9162 eV
Lowest unoccupied orbital energy   3.7 eV
Charge   -2
Energy relative to the best compared isomer or geometry (same formula, charge and spin)   0.000 eV